(1)
# C13H11ClN5O10

A 2-piece molecular cluster, C13H11ClN5O10 overall (ωB97M-V/def2-TZVPD, the Open Molecules 2025 dataset).

```
40
Properties=species:S:1:pos:R:3:forces:R:3
C -3.8099 -2.5439 1.2552 -0.41 0.01 -0.09
C -2.3189 -2.5601 1.4311 -0.43 0.20 0.00
O -1.8885 -1.1864 1.4029 -0.60 -1.24 0.00
C -0.5515 -1.1645 1.5232 1.93 2.33 0.13
C 0.0476 0.1754 1.5567 -3.54 -0.14 -0.18
Cl 1.7045 0.1837 1.5112 2.54 0.08 0.14
C -0.5964 1.4988 1.5113 2.05 -2.03 0.14
O 0.0280 2.5508 1.5737 -0.11 0.09 -0.02
O -1.9375 1.4840 1.3990 -0.69 1.09 0.00
C -2.4327 2.8374 1.4370 -0.26 -0.19 0.02
C -3.9234 2.7760 1.2432 -0.37 -0.06 -0.11
O 0.0977 -2.2020 1.5983 0.05 -0.13 0.00
H -4.1988 -3.5592 1.3438 -0.07 -0.05 0.00
H -4.2909 -1.9205 2.0147 0.05 -0.05 -0.09
H -4.0822 -2.1620 0.2665 0.00 0.02 0.13
H -2.0388 -3.0117 2.3943 0.00 0.07 -0.34
H -1.8342 -3.1250 0.6217 -0.07 0.15 0.33
H -2.1834 3.2903 2.4086 0.03 -0.09 -0.33
H -1.9645 3.4353 0.6418 -0.04 -0.18 0.33
H -4.3486 3.7750 1.3559 -0.02 0.04 0.01
H -4.1756 2.4209 0.2393 0.02 -0.05 0.13
H -4.4005 2.1181 1.9757 0.08 0.04 -0.08
O 8.4789 -3.3362 4.0617 -0.64 0.72 -0.27
N 7.8258 -2.4076 3.6231 -1.43 1.10 -0.22
C 6.5573 -1.8975 3.8144 2.14 -1.04 -0.13
C 6.4184 -0.7685 2.9830 1.61 0.94 -1.34
N 7.5574 -0.5468 2.2623 -2.14 -0.85 1.72
O 8.4062 -1.5500 2.6609 0.15 -0.42 0.14
C 5.2001 0.0235 3.0719 -1.58 -0.82 1.53
N 4.9986 1.2649 2.3479 -0.89 2.59 -0.86
O 5.6589 1.5183 1.3241 -0.68 -1.11 1.79
O 4.1468 2.0568 2.8133 1.69 -1.78 -0.67
C 4.1845 -0.3711 3.9675 0.96 1.42 -1.66
C 4.3832 -1.5024 4.7660 -0.34 -2.14 1.75
N 3.5766 -2.0986 5.7464 0.32 1.17 -1.32
O 2.4639 -1.8411 6.1716 1.37 -0.44 -0.30
O 4.2958 -3.1953 6.2564 -0.25 0.55 -0.36
N 5.5189 -3.3287 5.6307 -0.19 2.29 -1.85
C 5.5506 -2.2975 4.7296 -0.40 -2.20 2.15
H 3.2613 0.1925 4.0610 0.15 0.12 -0.25
```
Positions in Å, forces in eV/Å.

Calculated values
strongest force on any atom = 3.54 eV/Å
total energy = -1988.0089 hartree
M = 432.71 g mol⁻¹
total charge = -1

=====

(2)
# C20H36N12O4

A 8-piece molecular cluster, C20H36N12O4 overall (ωB97M-V/def2-TZVPD, the Open Molecules 2025 dataset).

```
72
Properties=species:S:1:pos:R:3:forces:R:3
C -2.0584 -0.9171 4.0886 -1.06 0.98 -0.63
C -1.8504 -0.1566 5.2692 1.08 -0.55 0.50
C -3.0101 0.4606 5.6111 -0.54 0.71 -0.69
N -3.8927 0.2667 4.5707 0.19 -0.49 0.55
C -3.3345 -0.5893 3.6648 -0.02 -0.34 -0.03
H -1.3974 -1.5284 3.5017 0.28 0.03 0.21
H -0.9078 -0.0332 5.7824 -0.14 -0.28 0.20
H -3.2982 1.0681 6.4517 0.21 0.10 -0.01
H -4.8363 0.6052 4.5603 -0.07 -0.10 -0.08
H -3.9126 -0.9329 2.8215 0.11 0.01 -0.06
C -1.4837 3.9018 2.3531 1.16 0.11 -0.31
C -1.7884 4.4081 3.6400 -0.75 -0.20 0.04
C -1.0989 5.5763 3.8240 0.14 -0.26 -0.29
N -0.3290 5.7624 2.7018 0.22 0.19 0.12
C -0.5264 4.7415 1.8253 -0.53 -0.23 -0.10
H -1.7786 2.9935 1.8534 -0.32 -0.04 0.26
H -2.4978 3.9613 4.3182 0.06 0.12 0.12
H -1.1000 6.2652 4.6490 0.09 0.06 -0.02
H 0.3200 6.5084 2.5343 -0.05 0.10 0.19
H 0.0053 4.6873 0.8903 0.00 0.09 -0.01
C -0.2364 -1.2730 0.3578 0.31 -0.76 0.05
C -0.4431 0.0695 0.7146 -0.13 1.36 0.12
C 0.3729 0.8691 -0.0795 0.35 -1.65 -0.67
N 1.1112 -0.0106 -0.8474 -0.09 -0.38 -0.30
C 0.7340 -1.3151 -0.6169 0.00 0.88 0.42
H -0.7617 -2.1375 0.7324 0.00 0.05 0.10
H -1.0659 0.4278 1.5212 -0.22 -0.02 -0.19
H 0.5179 1.9151 -0.2828 -0.16 0.15 0.55
H 1.8526 0.2460 -1.4942 -0.30 0.28 0.01
H 1.1950 -2.1470 -1.1227 -0.03 0.06 -0.13
C 2.6838 -3.0468 -6.3296 -0.29 0.75 0.23
C 3.5423 -3.5148 -5.3206 0.31 -0.82 0.31
C 3.5029 -2.6500 -4.2599 0.04 0.36 0.00
N 2.6673 -1.6139 -4.6042 -0.12 -0.69 -0.30
C 2.1508 -1.8743 -5.8425 -0.18 0.38 -0.30
H 2.5054 -3.5044 -7.2859 -0.12 0.03 -0.03
H 4.0776 -4.4516 -5.3615 0.13 0.12 0.11
H 4.0140 -2.6843 -3.3129 0.00 0.07 -0.01
H 2.4083 -0.8052 -4.0633 0.23 0.07 0.19
H 1.4432 -1.1749 -6.2624 0.04 -0.14 -0.15
N 3.3576 -1.1106 1.3325 0.37 -1.12 -0.67
C 3.5386 -0.0263 2.1176 0.67 0.66 1.00
N 2.4148 0.7318 2.1944 0.10 -0.19 -0.17
O 4.5825 0.2440 2.7079 -0.41 -0.21 -0.54
H 4.1442 -1.6942 1.1101 0.02 0.09 0.19
H 2.4708 -1.3411 0.9139 0.11 0.11 0.07
H 1.6024 0.3426 1.7416 -0.28 0.73 0.44
H 2.4110 1.5181 2.8153 -0.26 -0.05 0.04
N 1.2616 2.4912 -4.6453 0.09 0.54 0.24
C 1.8958 2.2703 -3.4641 0.26 -0.82 0.03
N 2.0657 3.3698 -2.6871 -0.15 0.50 -0.04
O 2.2791 1.1488 -3.1122 -0.24 0.28 -0.20
H 0.9758 1.7507 -5.2543 0.22 -0.20 0.06
H 1.1145 3.4365 -4.9429 -0.20 -0.02 -0.20
H 1.7896 4.2745 -3.0203 -0.05 0.05 0.00
H 2.6242 3.3605 -1.8541 0.14 -0.40 -0.06
N -0.9528 -0.1821 -3.5097 0.20 0.22 0.15
C -2.2322 -0.5599 -3.1977 -0.03 -0.20 -0.52
N -2.4389 -0.8255 -1.8780 -0.91 -0.27 -0.23
O -3.1125 -0.7156 -4.0392 0.53 0.19 0.34
H -0.2599 -0.0741 -2.7935 0.08 0.02 0.09
H -0.7160 0.1152 -4.4347 -0.32 -0.09 -0.11
H -1.8546 -0.5994 -1.0912 0.13 0.02 -0.27
H -3.3470 -1.2387 -1.7366 0.11 0.14 0.37
N -2.4056 -4.0894 3.0338 0.33 -0.29 -0.15
C -2.6016 -4.4775 1.7321 -1.20 0.59 0.15
N -1.4578 -4.5626 0.9815 -0.95 0.18 0.42
O -3.7152 -4.6511 1.2506 0.63 0.01 0.28
H -1.4817 -3.9138 3.3774 0.03 0.09 0.12
H -3.1704 -3.8052 3.6154 -0.18 -0.08 -0.16
H -1.6737 -4.9623 0.0812 0.87 -0.16 0.02
H -0.6047 -4.5978 1.5045 0.49 -0.42 -0.69
```
Positions in Å, forces in eV/Å.

Calculated values
strongest force on any atom = 1.82 eV/Å
SMILES string = c1cc[nH]c1.c1cc[nH]c1.c1cc[nH]c1.c1cc[nH]c1.NC(N)=O.NC(N)=O.NC(N)=O.NC(N)=O
total energy = -1741.8502 hartree
M = 508.59 g mol⁻¹

=====

(3)
# C5H14

A 2-piece molecular cluster, C5H14 overall (ωB97M-V/def2-TZVPD, the Open Molecules 2025 dataset).

```
19
Properties=species:S:1:pos:R:3:forces:R:3
C -1.0425 -0.7394 1.4735 -0.93 2.04 -0.46
C -1.7040 0.6741 1.4058 -2.27 1.00 1.32
C -2.0992 1.3344 0.0654 1.57 -0.27 -1.24
H -0.0106 -0.6347 1.7662 0.37 -0.33 -0.20
H -1.5822 -1.3399 2.1817 -0.07 -0.35 0.33
H -1.1941 -1.1286 0.4873 0.46 -0.80 -0.51
H -1.1950 1.3927 2.0253 0.59 0.22 0.23
H -2.7065 0.6465 1.9139 0.81 -0.46 -0.10
H -2.2554 0.4518 -0.5597 0.52 0.33 -0.90
H -1.3766 2.1162 -0.3661 -0.56 -1.64 0.45
H -3.0515 1.8263 -0.0656 -0.50 0.24 1.08
C 2.6050 -0.3633 -1.9516 -0.90 -1.25 -0.56
C 2.0063 -0.8903 -0.6000 0.26 2.75 -0.46
H 3.3876 -1.0172 -2.3415 0.57 0.48 0.36
H 1.8850 -0.4471 -2.7973 -0.12 0.12 0.79
H 2.8421 0.7064 -1.9120 0.48 -0.47 0.16
H 2.7269 -0.8615 0.2317 0.11 -1.02 -0.51
H 1.4463 -0.0004 -0.2913 -0.78 -0.36 0.09
H 1.3184 -1.7261 -0.6659 0.40 -0.23 0.11
```
Positions in Å, forces in eV/Å.

Calculated values
strongest force on any atom = 2.82 eV/Å
SMILES string = CCC.CC
total energy = -198.8464 hartree
M = 74.17 g mol⁻¹

=====

(4)
# H14O7

A 7-piece molecular cluster, H14O7 overall (ωB97M-V/def2-TZVPD, the Open Molecules 2025 dataset).

```
21
Properties=species:S:1:pos:R:3:forces:R:3
O 9.6672 -31.0127 -4.7816 1.72 1.41 -0.87
H 9.4000 -31.1079 -5.6939 -0.14 0.05 -0.42
H 9.0306 -31.5170 -4.3568 -1.77 -1.60 1.65
O 9.7492 -29.5184 -2.0505 0.32 -0.16 1.01
H 8.9595 -29.4933 -2.5607 -0.81 0.37 -1.16
H 9.4944 -30.1186 -1.3438 0.19 -0.04 0.37
O 9.1103 -30.6922 -7.4430 0.60 -0.49 1.03
H 9.0305 -30.4428 -8.3332 -0.89 0.38 -2.12
H 10.0190 -30.4301 -7.3088 0.60 0.19 0.55
O 6.4090 -30.3225 -6.5647 0.72 -0.40 -0.09
H 6.3264 -30.6836 -5.6661 -0.23 0.07 -0.39
H 7.2946 -30.6382 -6.8400 -0.74 0.48 0.15
O 6.2109 -31.3278 -4.0308 1.46 0.77 0.34
H 5.3879 -31.5192 -3.6220 -1.30 -0.46 0.45
H 6.5279 -30.5473 -3.5405 -0.14 -0.37 -0.37
O 12.1129 -30.7516 -2.5529 0.69 -0.48 -0.16
H 11.2458 -30.3650 -2.4271 -0.38 0.33 -0.15
H 12.5832 -30.6035 -1.7320 0.11 0.06 0.11
O 10.0682 -28.0400 -5.1603 0.35 1.54 -0.42
H 10.8984 -27.5271 -5.0985 -0.67 -0.59 0.06
H 10.2667 -28.9275 -4.9043 0.30 -1.09 0.44
```
Positions in Å, forces in eV/Å.

Calculated values
strongest force on any atom = 2.90 eV/Å
SMILES string = O.O.O.O.O.O.O
total energy = -535.0507 hartree
M = 126.10 g mol⁻¹